Molecular formula: C2H3Cl3
Method: DFT, ωB97M-V/def2-TZVPD

Results
Energy relative to the best compared isomer or geometry (same formula, charge and spin), eV: 0.7156
Orbital gap, eV: 11.62
Highest occupied orbital energy, eV: -10.848
SMILES string: ClCC(Cl)Cl
Largest force on an atom, eV Å⁻¹: 5.71
E, eV: -39689.3976

Structure (XYZ):
```
8
Properties=species:S:1:pos:R:3:forces:R:3
C -0.3104 -0.4219 0.4725 -0.12 4.43 3.61
C 0.8758 0.7655 0.6188 -0.71 -2.26 -0.75
Cl -0.3265 -1.3284 2.0510 -0.21 0.16 -1.11
Cl 2.3858 -0.1114 1.0709 -0.05 0.34 -0.35
Cl 0.4065 1.8023 1.9535 0.00 0.47 -0.33
H -0.1916 -1.0364 -0.3174 0.86 -2.14 -2.41
H -1.3133 0.0848 0.4050 1.13 -0.39 0.06
H 1.1544 1.3241 -0.3297 -0.89 -0.61 1.29
```
Forces are in eV/Å.

Molecular formula: C2H3Cl3S
Method: DFT, ωB97M-V/def2-TZVPD

Results
Energy relative to the best compared isomer or geometry (same formula, charge and spin), eV: 1.4479
Orbital gap, eV: 10.15
Highest occupied orbital energy, eV: -9.851
Largest force on an atom, eV Å⁻¹: 4.83
E, eV: -50523.7348

Structure (XYZ):
```
9
Properties=species:S:1:pos:R:3:forces:R:3
C 0.8850 -0.8020 -0.5622 2.98 2.27 3.05
C 0.0088 0.4064 -0.0251 -0.66 -0.50 -1.13
H -0.3190 -2.8841 -0.8334 -2.76 -0.60 -2.42
H 2.0167 -0.5427 0.1484 -3.27 -0.87 -2.68
H 1.0296 -0.6219 -1.6152 0.23 -0.12 -0.23
S 0.5879 -2.4902 -0.0917 2.71 0.89 2.77
Cl 0.5986 1.9564 -0.8378 -0.71 -1.25 -0.12
Cl 0.1616 0.7734 1.6577 -0.09 -0.54 0.70
Cl -1.7895 -0.0084 -0.3909 1.57 0.73 0.07
```
Forces are in eV/Å.

Molecular formula: C2H3Cl3S
Method: DFT, ωB97M-V/def2-TZVPD

Results
Energy relative to the best compared isomer or geometry (same formula, charge and spin), eV: 0.6442
Orbital gap, eV: 10.33
Highest occupied orbital energy, eV: -9.699
SMILES string: S[C@H](Cl)C(Cl)Cl
Largest force on an atom, eV Å⁻¹: 3.58
E, eV: -50524.5386

Structure (XYZ):
```
9
Properties=species:S:1:pos:R:3:forces:R:3
C -0.0134 -0.1109 0.6123 -0.36 2.71 -0.72
C -0.4782 0.7833 -0.7183 2.35 -2.66 0.52
S 1.5846 -0.9086 0.2253 -0.56 -0.14 0.60
Cl -1.2834 -1.2772 1.0626 0.22 0.41 -0.12
Cl -0.6138 -0.2585 -2.1923 0.10 0.15 0.47
Cl 0.8776 1.9396 -0.9842 -1.35 0.03 0.23
H 0.0502 0.7369 1.4509 0.24 -2.19 -1.69
H -1.4786 1.1029 -0.6425 -0.75 1.39 0.53
H 1.0173 -1.9321 -0.4551 0.12 0.31 0.18
```
Forces are in eV/Å.

Molecular formula: C2H3ClF2O2S
Method: DFT, ωB97M-V/def2-TZVPD

Results
Energy relative to the best compared isomer or geometry (same formula, charge and spin), eV: 2.4886
Orbital gap (spin up / spin down), eV: 6.71 / 8.39
Highest occupied orbital energy (spin up / spin down), eV: -6.718 / -11.823
Largest force on an atom, eV Å⁻¹: 9.05
Spin multiplicity: 3
E, eV: -35002.6119

Structure (XYZ):
```
11
Properties=species:S:1:pos:R:3:forces:R:3
C 1.5040 0.3990 0.4237 8.18 -1.89 3.36
C 0.0060 -0.6400 -0.5766 -6.35 -5.20 0.84
O -1.4643 1.4270 -0.6833 0.12 -0.69 0.78
O -1.2377 0.2722 1.5333 -0.13 -0.16 0.18
F 2.3989 0.6833 -0.5187 -0.02 0.39 -1.46
F -0.1438 -2.0112 -0.2491 1.12 2.76 -0.66
S -1.3698 0.2288 0.1189 0.42 1.04 -1.63
Cl -3.0177 -0.8698 -0.3138 0.00 -0.22 0.07
H 0.8678 1.1382 0.6144 -2.65 2.90 0.82
H 2.1124 -0.1914 1.1781 -1.63 0.68 -0.32
H 0.3443 -0.4361 -1.5270 0.93 0.39 -1.97
```
Forces are in eV/Å.